Record 1
Formula: C4H5N3
Source: OMol25
Level of theory: ωB97M-V/def2-TZVPD

## Properties
Relative energy (zero: lowest compared OMol25 entry of this formula, charge and spin), eV: 5.380
Strongest force on any atom, hartree/bohr: 0.1495
Orbital gap, eV: 9.12
SMILES: N#C/C=N/N1CC1
Charge: 0

```
12
C4H5N3 (ωB97M-V/def2-TZVPD)
N 1.658 -2.346 3.070
C 1.301 -1.691 2.094
C 1.200 -1.118 0.783
N 0.046 -0.434 0.527
N -0.162 0.078 -0.857
C -0.377 1.505 -1.019
C -1.506 0.483 -0.883
H 1.901 -1.397 -0.017
H 0.110 1.681 -2.051
H -0.135 2.233 -0.245
H -1.914 0.749 0.242
H -2.121 0.257 -1.644
```


Record 2
Formula: C28H20ClFeN4O4S5Te
Source: OMol25
Level of theory: ωB97M-V/def2-TZVPD

## Properties
2S+1: 6
Strongest force on any atom, hartree/bohr: 0.0111
Orbital gap (spin up / spin down), eV: 3.56 / 4.54
Charge: -2

```
64
C28H20ClFeN4O4S5Te (ωB97M-V/def2-TZVPD)
Fe 0.270 -0.161 -0.541
C 2.225 2.669 5.002
C 2.579 3.144 3.620
C 3.729 2.687 2.984
C 4.044 3.089 1.699
C 3.198 3.968 1.028
C 2.053 4.448 1.657
C 1.754 4.038 2.944
S 2.876 0.514 -0.499
O 4.066 -0.340 -0.388
O 1.976 0.101 -1.713
N 1.714 -0.010 0.617
C 1.802 -0.961 1.624
C 2.813 -1.149 2.554
C 2.604 -2.045 3.603
C 1.398 -2.721 3.732
C 0.384 -2.562 2.785
C -0.935 -3.179 2.849
C -1.778 -3.067 1.822
C -1.394 -2.398 0.536
N -0.266 -1.508 0.662
C 0.621 -1.721 1.697
H 2.744 1.741 5.240
H 1.154 2.489 5.089
H 2.500 3.415 5.753
H 4.365 1.966 3.483
H 4.903 2.672 1.191
H 1.381 5.099 1.113
H 0.843 4.386 3.416
H 3.743 -0.605 2.452
H 3.391 -2.205 4.332
H 1.233 -3.389 4.571
H -1.213 -3.735 3.738
H -2.751 -3.541 1.814
H -2.242 -1.878 0.096
Cl -1.291 -0.308 -2.165
Te 0.860 2.521 -2.650
C 0.234 4.488 -3.112
C -0.503 5.344 -2.344
C -0.719 6.603 -2.966
C -0.144 6.686 -4.197
S 0.665 5.233 -4.600
H -0.878 5.063 -1.370
H -1.282 7.410 -2.517
H -0.156 7.519 -4.882
O -6.014 -4.346 -0.695
S -4.868 -5.151 -1.077
O -5.085 -6.583 -0.961
N -3.518 -4.684 -0.313
C -2.610 -4.224 -1.206
S -0.998 -3.748 -0.715
C -3.012 -4.214 -2.571
C -2.354 -3.764 -3.733
C -2.997 -3.871 -4.947
C -4.292 -4.412 -5.059
C -4.958 -4.843 -3.917
C -4.317 -4.738 -2.701
H -1.371 -3.318 -3.655
H -2.495 -3.515 -5.841
H -4.770 -4.477 -6.028
H -5.962 -5.246 -3.973
S 0.022 2.466 -0.558
C 3.439 4.293 -0.351
N 3.591 4.561 -1.459
```


Record 3
Formula: C2H3N3S
Source: OMol25
Level of theory: ωB97M-V/def2-TZVPD

## Properties
Relative energy (zero: lowest compared OMol25 entry of this formula, charge and spin), eV: 1.874
Strongest force on any atom, hartree/bohr: 0.1033
Orbital gap, eV: 9.16
SMILES: [H]/N=C(\C#N)NS
Charge: 0

```
9
C2H3N3S (ωB97M-V/def2-TZVPD)
H -0.862 1.244 -1.275
N -0.617 0.176 -1.167
C -0.261 0.146 0.070
C -0.095 1.466 0.804
N 0.044 2.532 1.292
N 0.401 -0.933 0.572
S 0.513 -2.295 -0.346
H 0.878 -0.673 1.515
H -0.001 -1.663 -1.466
```


Record 4
Formula: C26H32N5OOsSSi
Source: OMol25
Level of theory: ωB97M-V/def2-TZVPD

## Properties
Relative energy (zero: lowest compared OMol25 entry of this formula, charge and spin), eV: 0.890
2S+1: 5
Strongest force on any atom, hartree/bohr: 0.0831
Orbital gap (spin up / spin down), eV: 6.88 / 3.63
Charge: +3

```
67
C26H32N5OOsSSi (ωB97M-V/def2-TZVPD)
Os 0.054 -0.140 1.465
C -0.530 -0.824 5.748
C -0.706 -0.673 4.291
N 0.280 -0.127 3.541
N 1.537 0.196 3.973
C 2.540 0.506 3.155
N 3.703 0.835 3.694
S 2.299 0.495 1.455
C -1.888 -1.042 3.527
C -3.010 -1.522 4.131
C -4.108 -1.780 3.280
C -4.012 -1.547 1.937
C -2.777 -1.185 1.372
N -1.738 -0.944 2.173
H -0.740 0.117 6.209
H 0.473 -1.223 5.965
H -1.259 -1.579 6.222
H 1.782 0.047 4.948
H 4.002 0.729 4.665
H 4.429 0.955 3.034
H -3.075 -1.713 5.210
H -5.010 -2.054 3.804
H -4.837 -1.606 1.308
H -2.674 -1.081 0.335
C -2.474 4.154 2.292
C -1.624 2.949 2.200
N -1.026 1.970 1.976
H -3.647 3.756 2.093
H -2.136 4.814 1.531
H -2.430 4.537 3.344
C -0.760 2.261 -1.701
C -0.665 1.152 -2.664
C 0.008 1.535 -4.056
C -2.021 0.612 -2.963
Si 0.386 -0.093 -2.012
O -0.206 -0.225 -0.384
C 2.199 0.276 -1.712
C 3.015 -0.786 -1.261
C 4.368 -0.590 -0.982
C 4.976 0.687 -1.041
C 4.133 1.814 -1.332
C 2.739 1.591 -1.609
C 0.171 -1.640 -3.056
C -0.958 -2.392 -2.930
C -1.168 -3.474 -3.750
C -0.237 -3.843 -4.684
C 0.903 -3.043 -4.859
C 1.103 -1.989 -4.036
H -1.584 2.935 -1.945
H 0.090 2.912 -1.619
H -0.996 1.960 -0.676
H -0.641 1.886 -4.869
H 0.423 0.630 -4.491
H 0.793 2.212 -3.827
H -2.775 1.302 -3.235
H -2.339 -0.100 -2.112
H -1.999 -0.149 -3.770
H 2.716 -1.823 -1.233
H 5.049 -1.360 -0.749
H 6.033 0.758 -0.927
H 4.532 2.822 -1.316
H 2.077 2.412 -1.852
H -1.685 -2.000 -2.237
H -2.114 -4.011 -3.724
H -0.486 -4.663 -5.402
H 1.635 -3.303 -5.621
H 1.888 -1.294 -4.239
```


Record 5
Formula: C14H16O
Source: OMol25
Level of theory: ωB97M-V/def2-TZVPD

## Properties
Relative energy (zero: lowest compared OMol25 entry of this formula, charge and spin), eV: 1.227
Strongest force on any atom, hartree/bohr: 0.0623
Orbital gap, eV: 9.17
SMILES: Cc1ccc(O)cc1.Cc1ccccc1
Charge: 0

```
31
C14H16O (ωB97M-V/def2-TZVPD)
C 0.674 -2.584 0.509
C 1.687 -1.437 0.482
C 1.476 -0.352 -0.371
C 2.125 0.860 -0.077
C 3.088 0.902 0.922
O 3.943 1.969 1.035
C 3.225 -0.142 1.788
C 2.515 -1.332 1.597
H -0.066 -2.384 -0.271
H 0.031 -2.406 1.380
H 1.114 -3.570 0.632
H 0.822 -0.363 -1.229
H 1.953 1.600 -0.847
H 3.950 2.520 0.228
H 3.993 -0.205 2.554
H 2.729 -2.218 2.177
C -1.230 2.153 0.480
C -1.881 1.079 -0.285
C -2.274 -0.105 0.250
C -2.912 -1.121 -0.522
C -3.044 -0.940 -1.860
C -2.739 0.356 -2.444
C -2.227 1.314 -1.666
H -1.461 3.181 0.194
H -0.121 2.125 0.432
H -1.306 2.147 1.569
H -2.194 -0.183 1.332
H -3.113 -2.064 -0.036
H -3.610 -1.568 -2.534
H -3.050 0.408 -3.477
H -2.098 2.358 -1.943
```


Record 6
Formula: C2H6ClNS
Source: OMol25
Level of theory: ωB97M-V/def2-TZVPD

## Properties
Relative energy (zero: lowest compared OMol25 entry of this formula, charge and spin), eV: 0.739
Strongest force on any atom, hartree/bohr: 0.1426
Orbital gap, eV: 9.75
SMILES: N[C@H](Cl)CS
Charge: 0

```
11
C2H6ClNS (ωB97M-V/def2-TZVPD)
N -1.539 -0.805 0.182
C -0.549 0.138 0.482
Cl -1.023 1.899 -0.170
C 0.803 -0.114 -0.149
S 1.897 1.270 -0.001
H -2.338 -0.887 0.637
H -1.709 -1.049 -0.865
H -0.454 0.121 1.530
H 1.402 -0.976 0.282
H 0.648 -0.252 -1.242
H 2.863 0.653 -0.686
```


Computed electronic energy (a.u.) in order:
-319.51449; -5581.90455; -640.39086; -2136.29606; -618.27091; -992.91038